ORCA calculation (wB97M-V/def2-TZVPD) on a cluster of 2 separate species, C9H14O in total.

```
24
Properties=species:S:1:pos:R:3:forces:R:3
C -2.05359 -0.56509 -1.29221 -1.19 -4.75 -2.86
C -0.61068 -0.51707 -1.12317 4.10 1.36 -0.50
C -0.00240 -1.46553 -0.34106 1.50 -1.70 -1.17
C 1.38289 -1.76278 -0.22263 -0.67 4.26 -0.23
C 2.21448 -0.65487 -0.47128 -1.50 0.41 -1.77
O 3.41778 -0.54526 0.13670 0.91 -3.71 0.33
C 1.72421 0.31656 -1.46166 1.89 0.02 0.19
C 0.39299 0.28532 -1.82257 -1.37 -0.43 1.67
H -2.72342 0.08880 -0.83127 -0.59 1.53 0.63
H -2.33917 -1.65474 -0.85985 0.19 2.46 -0.99
H -2.28798 -0.67997 -2.45036 0.17 0.53 2.30
H -0.62242 -2.26564 -0.12221 -1.27 -1.45 1.13
H 1.83486 -2.57635 0.25623 -0.02 -1.35 0.90
H 3.59212 -1.55401 0.46046 -0.20 3.73 -0.79
H 2.44362 1.06156 -2.04233 -1.50 -1.75 1.68
H 0.08164 0.95813 -2.57395 -0.38 0.68 -0.81
C -0.22663 1.64383 2.21403 0.51 1.46 0.60
C -1.46650 1.20637 1.41576 2.35 -0.40 0.09
H -0.21372 1.20568 3.21767 -0.30 0.27 0.03
H 0.77054 1.40248 1.85522 -0.13 -0.42 -0.80
H -0.16427 2.77688 2.29470 -0.38 -1.27 0.22
H -1.53084 1.83649 0.53675 -0.42 -0.13 -0.23
H -2.27486 1.30806 2.08251 -1.38 0.24 0.40
H -1.33865 0.15114 1.14454 -0.32 0.42 -0.01
```
Positions in Å, forces in eV/Å.

Results
- E_tot: -426.481625 a.u.
- 2S+1: 1
- SMILES: Cc1ccc(O)cc1.CC


ORCA calculation (wB97M-V/def2-TZVPD) on a cluster of 2 separate species, C9H14O in total.

```
24
Properties=species:S:1:pos:R:3:forces:R:3
C -0.99328 2.15198 1.86205 0.16 0.86 0.91
C -0.40976 0.77878 1.79887 -0.48 -2.36 -0.67
C 0.20328 0.41971 0.60678 1.30 -0.01 -2.43
C 0.63950 -0.87515 0.19024 -1.70 2.48 1.60
C 0.31224 -1.82393 1.15101 2.09 1.35 -0.88
O 0.83640 -3.00306 0.92091 2.30 -4.93 -1.76
C -0.19912 -1.60333 2.44957 -0.15 1.73 -1.78
C -0.59631 -0.28144 2.76478 0.57 -0.16 -2.25
H -1.09691 2.33988 2.93177 -0.17 0.71 -0.04
H -1.95536 2.40938 1.37329 0.26 -1.01 0.22
H -0.31313 2.88697 1.40681 0.10 -0.21 0.43
H 0.41510 1.20985 -0.15402 -0.40 -0.30 0.82
H 1.16135 -1.04185 -0.79626 -0.82 -0.26 1.70
H 1.47791 -3.17489 0.10452 -2.45 1.40 2.59
H -0.20280 -2.52577 2.99609 -0.39 0.16 0.92
H -1.10571 -0.04519 3.65495 -0.37 0.11 1.17
C -0.52749 0.11231 -3.00685 -0.17 0.17 1.07
C 0.94955 0.38733 -2.85443 1.90 1.19 0.59
H -0.81504 0.35946 -4.05953 -0.37 -0.18 1.22
H -0.79106 -0.89048 -2.70020 0.08 -0.73 -0.68
H -1.03904 0.63204 -2.15383 -0.01 0.41 -1.36
H 1.36526 0.26269 -1.74841 -0.79 0.43 -2.88
H 1.09225 1.47663 -3.13765 0.11 -1.08 0.52
H 1.59215 -0.16193 -3.60045 -0.59 0.23 0.97
```
Positions in Å, forces in eV/Å.

Results
- E_tot: -426.498252 a.u.
- 2S+1: 1
- SMILES: Cc1ccc(O)cc1.CC


ORCA calculation (wB97M-V/def2-TZVPD) on a cluster of 2 separate species, C9H14O in total.

```
24
Properties=species:S:1:pos:R:3:forces:R:3
C 0.49055 0.98599 -1.85703 0.59 -1.03 0.40
C 0.70075 1.28639 -0.33988 -2.93 0.19 -1.45
C 1.87580 1.04553 0.33909 2.18 -0.44 -0.51
C 1.98518 1.28010 1.71417 -0.09 1.16 -0.67
C 0.82435 1.72364 2.39211 1.83 -1.17 -0.10
O 1.08794 2.12576 3.69294 -0.34 2.14 -1.37
C -0.41143 1.83317 1.77105 -0.25 0.63 -1.54
C -0.49703 1.71257 0.31964 2.37 0.04 2.42
H 0.01210 -0.04366 -1.91238 -0.29 1.54 -0.07
H 1.45252 0.70053 -2.31605 -0.11 0.83 -0.05
H -0.04554 1.80218 -2.44812 0.67 -1.32 0.90
H 2.82337 0.74407 -0.27007 -1.85 0.53 1.18
H 2.99960 1.41259 2.18231 -1.34 -0.60 -0.29
H 0.94865 1.49509 4.35096 -0.53 -1.84 1.33
H -1.22886 2.15634 2.42561 0.09 -0.02 -0.59
H -1.32848 2.10737 -0.26842 0.00 -0.62 0.40
C -1.23451 -2.78467 -1.96408 -6.03 -3.79 -0.39
C -1.71085 -2.75717 -0.46206 2.04 -0.82 -0.56
H -0.41010 -2.23925 -2.17865 2.43 1.62 -0.61
H -1.12436 -3.89384 -2.22139 0.53 1.55 0.22
H -2.12356 -2.54033 -2.64468 1.40 0.18 0.64
H -1.81691 -3.82921 -0.06741 0.08 1.91 -0.29
H -2.45928 -2.06497 -0.10633 -0.78 -0.17 -0.58
H -0.80990 -2.25821 -0.13133 0.35 -0.48 1.58
```
Positions in Å, forces in eV/Å.

Results
- E_tot: -426.495654 a.u.
- 2S+1: 1
- SMILES: Cc1ccc(O)cc1.CC


ORCA calculation (wB97M-V/def2-TZVPD) on a cluster of 2 separate species, C9H14O in total.

```
24
Properties=species:S:1:pos:R:3:forces:R:3
C -2.39954 -0.40019 -2.79795 0.50 -0.05 -0.98
C -1.15637 -0.45167 -1.94648 -0.59 -0.30 -0.16
C -0.47430 0.70843 -1.63912 0.63 -0.30 0.36
C 0.68640 0.65873 -0.85832 -0.34 0.53 -1.03
C 1.21593 -0.55945 -0.51481 1.20 -1.00 0.51
O 2.49340 -0.75032 -0.02804 -0.16 0.73 0.37
C 0.53553 -1.74218 -0.76306 -1.26 -0.03 -1.01
C -0.64508 -1.66572 -1.48812 0.07 0.15 -0.02
H -2.61760 0.64860 -2.96240 -0.66 0.10 0.15
H -3.25140 -0.98955 -2.46185 -0.01 0.34 0.52
H -2.23438 -0.79053 -3.81295 0.34 -0.04 0.16
H -0.70622 1.65915 -2.09860 -0.48 0.06 0.19
H 1.19804 1.60603 -0.75122 0.40 -0.16 0.36
H 2.90366 0.10675 0.15802 -0.12 -0.22 -0.06
H 0.88290 -2.74425 -0.56599 0.58 0.23 0.40
H -1.13870 -2.57756 -1.80634 -0.06 -0.03 0.22
C -0.07484 0.75264 2.83664 -1.65 0.26 0.25
C 1.34554 1.08595 3.27651 -0.45 -0.05 -0.90
H -0.47383 -0.18455 3.14718 0.49 -1.40 0.29
H -0.88868 1.33773 3.28615 0.56 0.75 0.00
H -0.29715 0.76097 1.77195 0.50 0.27 -0.18
H 1.75496 0.36442 3.97698 0.00 0.08 0.12
H 1.38999 2.09273 3.67118 0.16 0.11 0.27
H 1.95172 1.07385 2.37061 0.36 -0.04 0.17
```
Positions in Å, forces in eV/Å.

Results
- E_tot: -426.548461 a.u.
- 2S+1: 1
- SMILES: Cc1ccc(O)cc1.CC


ORCA calculation (wB97M-V/def2-TZVPD) on a cluster of 2 separate species, C9H14O in total.

```
24
Properties=species:S:1:pos:R:3:forces:R:3
C -2.66757 0.05202 0.08474 3.23 0.48 -3.07
C -2.75058 -1.33851 -0.54541 -0.20 -1.07 0.13
H -1.76288 0.16427 0.66647 -0.16 -0.16 0.75
H -2.45300 0.84915 -0.75894 -1.03 -1.34 1.52
H -3.51543 0.25170 0.59476 -2.46 1.18 1.83
H -2.03766 -2.11700 -0.12956 -0.84 1.02 -0.29
H -2.45094 -1.11697 -1.55520 -0.13 -0.92 -0.74
H -3.79671 -1.79323 -0.52386 1.44 0.73 -0.13
C 1.16246 0.11413 -2.32487 -1.53 0.65 0.02
C 1.48238 0.48655 1.96114 1.37 -3.93 0.06
C 1.81085 -0.73046 1.23882 1.35 -2.49 2.18
C 0.68594 1.33401 1.27867 -0.75 4.57 -0.77
C 1.75424 -0.89351 -0.08224 -1.27 2.97 0.16
C 0.39660 1.20034 -0.09999 0.48 0.08 1.80
C 1.03176 0.13862 -0.77581 0.90 -0.91 -2.98
O 2.06854 0.51262 3.15222 -0.30 2.26 -0.03
H 2.26519 -1.61657 1.75120 -0.11 1.37 0.18
H 2.17024 1.43105 3.57705 -0.61 -1.64 -0.84
H 0.62153 2.31231 1.82687 -0.96 -0.69 -0.94
H 2.48550 -1.52509 -0.49258 -0.03 -1.33 -1.12
H -0.17356 1.94523 -0.67594 0.36 -0.37 0.57
H 0.50192 -0.72902 -2.80962 1.25 1.62 0.96
H 2.20886 -0.06517 -2.53968 0.18 -0.49 -0.12
H 0.96233 1.13355 -2.81824 -0.21 -1.60 0.86
```
Positions in Å, forces in eV/Å.

Results
- E_tot: -426.196175 a.u.
- Net charge: +1
- 2S+1: 2
- Expectation value of S²: 0.766


ORCA calculation (wB97M-V/def2-TZVPD) on a cluster of 2 separate species, C9H14O in total.

```
24
Properties=species:S:1:pos:R:3:forces:R:3
C 1.25481 2.29199 -1.11722 -0.26 -0.60 0.28
C 2.41442 1.27121 -1.15982 0.31 0.97 0.09
H 0.36681 1.90291 -0.60462 -0.02 -0.13 -0.51
H 1.45499 3.19186 -0.54540 0.53 0.13 -0.05
H 1.03923 2.59055 -2.13362 -0.52 0.13 -0.08
H 3.20812 1.66191 -0.51671 0.10 -0.48 -0.04
H 2.81396 1.23359 -2.17186 0.11 -0.06 0.04
H 2.18407 0.24291 -0.88595 -0.22 0.13 0.12
C 1.95150 -1.12474 1.46655 -0.04 0.88 0.24
C -1.15340 -1.44471 -0.58203 0.30 -0.10 -0.80
C -1.77949 -0.20646 -0.23858 -1.50 -0.52 0.45
C 0.08148 -1.72472 -0.10519 0.40 1.49 0.44
C 0.59602 -0.87079 0.92042 0.23 -0.82 0.47
C -1.38110 0.53197 0.90199 1.10 -0.39 0.73
C -0.23051 0.12413 1.50416 0.27 0.34 -0.56
O -2.84957 0.07559 -0.94882 0.32 0.36 -0.14
H -1.60270 -2.06935 -1.34239 -0.13 0.23 -0.13
H 0.78211 -2.39992 -0.56437 -0.31 -0.68 0.07
H -1.85066 1.34645 1.42956 -0.79 0.23 -0.76
H -3.16434 0.98618 -0.81163 -0.09 -0.20 0.14
H 2.62867 -1.47017 0.69041 0.08 -0.32 0.23
H 1.89197 -1.78690 2.33095 -0.04 -0.60 -0.19
H 0.13431 0.69679 2.34159 0.10 -0.14 0.25
H 2.35527 -0.22366 1.93363 0.06 0.16 -0.32
```
Positions in Å, forces in eV/Å.

Results
- E_tot: -426.256462 a.u.
- Net charge: +1
- 2S+1: 2
- Expectation value of S²: 0.766